<A>
Molecular formula: C5H3NO3
Method: DFT, the ωB97M-V functional and the def2-TZVPD basis

```
12
Properties=species:S:1:pos:R:3
C -2.20 -0.21 -1.56
C -1.31 -0.27 -0.52
C 0.12 0.29 1.43
C 1.13 0.12 0.16
C 0.25 -0.18 -0.98
H -3.39 -0.05 -1.52
H -1.71 -0.59 -2.55
H -1.95 -0.37 1.72
N -1.13 -0.03 0.90
O 0.41 0.70 2.51
O 2.29 -0.14 0.20
O 0.68 -0.23 -2.10
```

**Gap between HOMO and LUMO**: 8.151 eV
**SMILES**: C=C1NC(=O)C(=O)C1=O

***

<B>
Molecular formula: C5H3NO3
Method: DFT, the ωB97M-V functional and the def2-TZVPD basis

```
12
Properties=species:S:1:pos:R:3
C -1.12 -0.10 -0.12
C -1.33 1.33 -0.02
C 0.90 0.94 -0.20
C 1.41 -1.19 0.07
C 0.35 -0.23 -0.35
H -1.91 -1.87 0.73
H -2.22 2.08 0.39
H 1.22 -2.32 0.10
N 2.60 -0.54 0.00
O -2.15 -0.98 -0.32
O 0.01 2.01 0.00
O 2.22 0.88 -0.29
```

**Gap between HOMO and LUMO**: 8.047 eV

***

The least stable of them is <B>.

***

<A>
Molecular formula: C2H5NOS
Method: DFT, the ωB97M-V functional and the def2-TZVPD basis

```
10
Properties=species:S:1:pos:R:3
C 0.22 0.29 0.05
C -0.87 -1.54 -0.85
N 0.34 -0.74 -0.64
O 1.31 1.10 0.24
S 1.00 2.55 1.04
H -0.55 0.76 0.68
H -1.17 -1.58 -1.86
H -1.56 -0.91 -0.33
H -0.78 -2.46 -0.34
H 2.06 2.53 2.01
```

**Gap between HOMO and LUMO**: 9.874 eV
**SMILES**: C/N=C/OS

***

<B>
Molecular formula: C2H5NOS
Method: DFT, the ωB97M-V functional and the def2-TZVPD basis

```
10
Properties=species:S:1:pos:R:3
C 2.99 -0.73 -0.08
C -0.94 0.59 0.54
N -0.51 -0.58 -0.16
O 2.88 -0.05 -0.94
S 0.04 -2.02 0.40
H 1.04 -1.63 1.01
H -0.78 0.40 1.67
H -0.36 1.41 0.13
H -2.02 0.88 0.29
H -0.75 -0.49 -1.08
```

**Gap between HOMO and LUMO**: 9.080 eV

***

<C>
Molecular formula: C2H5NOS
Method: DFT, the ωB97M-V functional and the def2-TZVPD basis

```
10
Properties=species:S:1:pos:R:3
C 1.59 -1.18 -0.30
C -0.73 0.19 0.24
H 1.08 -1.76 -0.95
H 2.60 -1.07 -0.70
H 1.67 -1.66 0.68
H -2.58 0.88 0.49
H -0.93 2.28 1.25
N -1.57 1.31 0.40
O -1.21 -0.92 0.46
S 0.86 0.35 -0.44
```

**Gap between HOMO and LUMO**: 9.313 eV

***

The least stable of them is <C>.

***

<A>
Molecular formula: C2H5NOS
Method: DFT, the ωB97M-V functional and the def2-TZVPD basis

```
10
Properties=species:S:1:pos:R:3
C 0.83 -0.09 -0.56
C -0.27 0.85 0.02
H -0.13 -1.72 0.29
H 1.45 -1.84 -0.33
H 0.13 1.44 0.90
H -0.65 1.57 -0.64
H -2.02 1.00 1.40
N 0.52 -1.50 -0.50
O 1.80 0.26 -1.19
S -1.66 0.03 0.62
```

**Gap between HOMO and LUMO**: 10.143 eV
**SMILES**: NC(=O)CS

***

<B>
Molecular formula: C2H5NOS
Method: DFT, the ωB97M-V functional and the def2-TZVPD basis

```
10
Properties=species:S:1:pos:R:3
C -1.38 -0.28 -0.15
C 1.48 -0.14 0.52
H -1.10 -1.45 0.18
H -2.53 -0.27 -0.59
H -1.53 0.51 0.65
H 1.11 1.70 -0.54
H 2.19 0.47 1.05
N 0.79 0.68 -0.37
O 1.31 -1.31 0.57
S -0.34 0.09 -1.32
```

**Gap between HOMO and LUMO**: 9.106 eV
**SMILES**: CSNC=O

***

The least stable of them is <B>.

***

<A>
Molecular formula: C4H10S2
Method: DFT, the ωB97M-V functional and the def2-TZVPD basis

```
16
Properties=species:S:1:pos:R:3
C -1.05 -1.89 -0.37
S -1.73 -0.43 -1.22
S -2.68 0.63 0.33
H -0.02 -1.97 -0.68
H -1.62 -2.75 -0.72
H -1.19 -1.84 0.70
H -3.74 0.92 -0.43
C 0.80 0.52 1.21
C 1.04 1.15 -0.13
C 2.20 0.96 -0.76
H -0.20 0.66 1.60
H 1.04 -0.54 1.18
H 1.46 1.00 1.94
H 0.36 1.87 -0.57
H 2.39 1.41 -1.73
H 2.94 0.29 -0.34
```

**Gap between HOMO and LUMO**: 8.797 eV
**SMILES**: C=CC.CSS

***

<B>
Molecular formula: C4H10S2
Method: DFT, the ωB97M-V functional and the def2-TZVPD basis

```
16
Properties=species:S:1:pos:R:3
C 0.91 -0.77 -1.35
C 1.83 -0.48 -2.51
C -0.28 0.21 -1.41
S -1.39 0.43 -0.03
S -0.66 -0.18 1.74
C 1.06 0.38 2.09
H 0.50 -1.78 -1.46
H 1.43 -0.50 -0.42
H 2.56 0.34 -2.40
H 2.57 -1.35 -2.55
H 1.52 -0.27 -3.53
H 0.00 1.23 -1.69
H -0.88 -0.13 -2.27
H 1.74 -0.12 1.45
H 1.11 1.45 1.96
H 1.27 -0.07 3.08
```

**Gap between HOMO and LUMO**: 8.727 eV
**SMILES**: CCCSSC

***

The least stable of them is <A>.

***

<A>
Molecular formula: C2H5N2O
Method: DFT, the ωB97M-V functional and the def2-TZVPD basis

```
10
Properties=species:S:1:pos:R:3
C -0.30 -0.69 1.11
C 0.67 0.07 0.38
N 0.02 0.44 -1.80
N -1.15 -1.25 1.66
O 0.19 1.06 -0.57
H 1.05 0.80 1.07
H 1.60 -0.61 0.18
H -0.92 0.61 -2.01
H 0.54 0.94 -2.51
H -1.70 -1.36 2.49
```

**Gap between HOMO and LUMO**: 9.207 eV
**Net charge**: +1
**SMILES**: [NH+]#CCON

***

<B>
Molecular formula: C2H5N2O
Method: DFT, the ωB97M-V functional and the def2-TZVPD basis

```
10
Properties=species:S:1:pos:R:3
C -0.76 0.03 -0.26
C 2.86 0.15 0.30
N 0.18 0.57 0.52
N -1.28 -1.25 -0.02
O 3.34 -0.28 -0.62
H -0.91 0.53 -1.15
H 0.59 0.41 1.44
H 0.72 1.52 0.35
H -2.10 -1.70 -0.41
H -0.95 -1.34 1.02
```

**Gap between HOMO and LUMO**: 11.536 eV
**Net charge**: +1

***

The least stable of them is <A>.

***

<A>
Molecular formula: C2H5N2O
Method: DFT, the ωB97M-V functional and the def2-TZVPD basis

```
10
Properties=species:S:1:pos:R:3
C -0.90 -0.29 -0.28
C 0.22 -0.19 0.65
N 2.15 -0.31 -1.92
N -0.85 0.75 0.81
O 3.17 -0.29 -1.43
H -0.66 0.01 -1.29
H -1.72 -0.93 -0.08
H 0.48 -0.95 1.34
H -0.50 1.62 0.63
H -1.39 0.58 1.55
```

**Gap between HOMO and LUMO (alpha / beta)**: 12.230 / 5.704 eV
**Net charge**: +1

***

<B>
Molecular formula: C2H5N2O
Method: DFT, the ωB97M-V functional and the def2-TZVPD basis

```
10
Properties=species:S:1:pos:R:3
C 0.85 -0.34 -0.28
C -3.15 0.25 0.54
N -2.20 0.17 -0.09
N 1.33 0.65 0.48
O -1.13 0.11 -0.63
H 1.04 -0.30 -1.30
H 0.69 -1.13 0.40
H -4.07 0.13 1.13
H 1.64 1.57 0.16
H 1.00 0.57 1.44
```

**Gap between HOMO and LUMO**: 10.283 eV
**Net charge**: +1

***

<C>
Molecular formula: C2H5N2O
Method: DFT, the ωB97M-V functional and the def2-TZVPD basis

```
10
Properties=species:S:1:pos:R:3
C 0.46 0.12 0.39
C -0.45 -0.99 0.04
N -1.39 1.00 -0.23
N 1.61 0.50 0.00
O -1.66 -0.35 0.03
H -0.03 -1.45 -0.89
H -0.66 -1.98 0.78
H -2.12 1.59 0.39
H 2.17 0.20 -0.78
H 2.07 1.36 0.27
```

**Gap between HOMO and LUMO (alpha / beta)**: 8.569 / 9.241 eV
**Net charge**: +1

***

The least stable of them is <C>.

***

<A>
Molecular formula: C3H4FNO
Method: DFT, the ωB97M-V functional and the def2-TZVPD basis

```
10
Properties=species:S:1:pos:R:3
C -0.65 -0.80 0.47
C 1.37 0.80 -0.97
C -1.22 0.36 -0.11
N -0.28 -0.64 1.69
O 2.06 0.14 -0.30
F 1.61 1.80 -1.83
H -0.62 -1.75 -0.01
H -1.46 0.23 -1.20
H -1.04 1.34 0.33
H 0.24 -1.47 1.93
```

**Gap between HOMO and LUMO (alpha / beta)**: 7.961 / 8.938 eV

***

<B>
Molecular formula: C3H4FNO
Method: DFT, the ωB97M-V functional and the def2-TZVPD basis

```
10
Properties=species:S:1:pos:R:3
C -0.42 0.05 -0.81
C 0.30 -0.79 0.21
C 0.95 0.19 1.15
H -1.05 1.54 0.25
H -0.89 -0.53 -1.59
H 0.25 0.74 -1.30
H -0.43 -1.34 0.81
N 1.49 0.98 1.81
O -1.44 0.78 -0.20
F 1.25 -1.62 -0.33
```

**Gap between HOMO and LUMO**: 12.278 eV
**SMILES**: N#C[C@H](F)CO

***

<C>
Molecular formula: C3H4FNO
Method: DFT, the ωB97M-V functional and the def2-TZVPD basis

```
10
Properties=species:S:1:pos:R:3
C 1.02 0.96 0.29
C 0.93 2.24 0.35
C -2.39 0.02 0.60
N 0.59 -0.14 0.49
O -1.99 -1.00 0.13
F -2.51 1.11 -0.21
H 1.17 2.83 1.21
H 1.08 2.90 -0.48
H -2.61 0.26 1.57
H 1.09 -1.05 0.47
```

**Gap between HOMO and LUMO**: 9.750 eV
**SMILES**: C=C=N.O=CF

***

<D>
Molecular formula: C3H4FNO
Method: DFT, the ωB97M-V functional and the def2-TZVPD basis

```
10
Properties=species:S:1:pos:R:3
C -0.87 0.23 0.41
C 0.12 1.33 0.27
C 0.14 -0.90 0.69
H -1.95 0.48 1.15
H 0.68 1.60 1.41
H -0.09 2.13 -0.49
H -0.10 -1.94 1.12
N 1.21 -0.88 -0.14
O 1.26 0.37 -0.53
F -1.49 -0.34 -0.69
```

**Gap between HOMO and LUMO**: 10.063 eV
**SMILES**: F[C@H]1C=NOC1

***

The least stable of them is <D>.

***

<A>
Molecular formula: C4H11N3S
Method: DFT, the ωB97M-V functional and the def2-TZVPD basis

```
19
Properties=species:S:1:pos:R:3
C -1.00 -0.32 -0.46
C 1.79 1.67 -0.08
C 1.06 -1.28 0.52
C 0.52 1.14 0.67
N -1.19 -1.66 -0.90
N 0.21 -0.17 0.20
N -1.70 0.71 -0.67
S -4.27 -0.28 0.12
H 1.87 2.80 -0.04
H 2.66 1.02 0.18
H 1.52 1.58 -1.16
H 0.61 -1.97 1.24
H 1.28 -1.80 -0.38
H 2.04 -0.79 0.88
H 0.69 1.08 1.67
H -0.34 1.66 0.54
H -1.00 -2.42 -0.06
H -2.08 -1.82 -1.32
H -2.69 0.83 -0.95
```

**Gap between HOMO and LUMO (alpha / beta)**: 6.183 / 6.313 eV

***

<B>
Molecular formula: C4H11N3S
Method: DFT, the ωB97M-V functional and the def2-TZVPD basis

```
19
Properties=species:S:1:pos:R:3
C -2.15 -0.35 -1.06
C -0.20 0.60 -0.05
C 1.81 1.76 0.06
C 0.00 -1.49 1.40
H -1.91 -0.03 -2.04
H -3.28 -0.53 -0.94
H -1.60 -1.29 -0.89
H -1.97 1.49 -0.28
H 1.86 2.64 0.86
H 2.13 0.80 0.59
H 2.36 2.06 -1.00
H 0.88 -1.65 2.03
H -0.47 -2.35 1.10
H -0.83 -1.02 2.03
H 2.70 -0.72 -0.77
N -1.61 0.52 0.06
N 0.41 1.63 -0.34
N 0.43 -0.69 0.22
S 1.46 -1.39 -0.98
```

**Gap between HOMO and LUMO**: 9.687 eV
**SMILES**: C/N=C(/NC)N(C)S

***

The least stable of them is <A>.

***

<A>
Molecular formula: C4H7N2S
Method: DFT, the ωB97M-V functional and the def2-TZVPD basis

```
14
Properties=species:S:1:pos:R:3
C 1.59 -1.32 -0.51
C 0.47 -1.69 -1.25
C 1.28 -0.06 -0.08
C -1.42 1.62 1.56
N -0.54 -0.87 -1.25
N 0.16 0.53 -0.45
S -0.70 1.86 -0.09
H 2.56 -1.78 -0.48
H 0.47 -2.68 -1.85
H 2.02 0.48 0.47
H -2.17 0.84 1.46
H -1.68 2.63 2.03
H -0.59 1.36 2.15
H -1.44 -0.91 -1.71
```

**Gap between HOMO and LUMO**: 9.670 eV
**Net charge**: +1
**SMILES**: CS[n+]1ccc[nH]1

***

<B>
Molecular formula: C4H7N2S
Method: DFT, the ωB97M-V functional and the def2-TZVPD basis

```
14
Properties=species:S:1:pos:R:3
C 1.45 -0.64 -1.47
C 0.92 -1.43 -0.49
C 0.93 1.57 -0.78
C -1.44 -0.02 2.15
N 1.34 0.73 -1.64
N -0.02 -0.96 0.29
S -0.49 -1.46 1.71
H 2.03 -1.21 -2.20
H 1.23 -2.53 -0.39
H 0.74 2.70 -0.82
H -2.35 0.06 2.67
H -1.79 0.47 1.14
H -0.61 0.60 2.45
H 1.79 1.14 -2.42
```

**Gap between HOMO and LUMO (alpha / beta)**: 6.059 / 7.546 eV
**Net charge**: +1

***

The least stable of them is <B>.